The following is a quantum chemistry calculation of a single C2H6N2Si molecule, from OMol25.

Values from the calculation:
orbital gap	9.1	eV
strongest force on any atom	0.0760	Eh/bohr
relative energy (zero: lowest compared OMol25 entry of this formula, charge and spin)	0.374	eV

Last column: natural (NBO) charge in e.
Cartesian coordinates (Å):
C1 -1.518 0.123 -0.782  -0.63
C2 -1.544 -0.020 0.585  -0.54
N1 1.035 -1.472 -0.160  -1.30
N2 1.176 1.441 0.105  -1.30
Si1 0.248 0.015 -0.215  1.76
H1 -2.245 0.078 -1.623  0.21
H2 -2.314 -0.345 1.263  0.21
H3 1.592 -1.569 0.677  0.39
H4 1.568 -2.034 -0.748  0.41
H5 1.289 1.519 1.172  0.40
H6 0.715 2.264 -0.275  0.40

Cartesian forces (eV/Å) of the 6 atoms listed first:
C 0.5006 -0.2239 0.9927
C 2.2403 -0.3251 -2.9244
N 0.4329 0.0270 1.7006
N 0.3114 -0.2946 1.7941
Si -3.7718 0.6063 0.8148
H 0.4401 0.0681 0.8415

***

The following is a quantum chemistry calculation of a gas-phase ion, C2H6N3 (charge +1), from OMol25.

Values from the calculation:
orbital gap	10.0	eV
total charge	+1
strongest force on any atom	0.1570	Eh/bohr
relative energy (zero: lowest compared OMol25 entry of this formula, charge and spin)	2.260	eV

Last column: natural (NBO) charge in e.
Cartesian coordinates (Å):
C1 -0.327 -0.018 0.362  0.46
C2 0.779 1.215 0.289  0.16
N1 -0.290 -1.091 1.168  -0.71
N2 1.470 1.214 -0.790  -0.72
N3 -1.403 0.197 -0.399  -0.73
H1 -1.137 -1.711 0.973  0.42
H2 0.308 -1.169 1.869  0.43
H3 1.593 0.643 -1.691  0.42
H4 2.122 2.022 -0.905  0.42
H5 -1.517 0.965 -1.060  0.44
H6 -2.185 -0.363 -0.303  0.40

Cartesian forces (eV/Å) of the 6 atoms listed first:
C 1.4566 1.8827 -0.8245
C -2.1456 -2.6360 0.8850
N -5.3696 1.1804 -5.9120
N 1.8781 0.8250 -2.3857
N 2.0707 0.9378 0.0556
H 2.0242 0.6528 1.3606

***

The following is a quantum chemistry calculation of a gas-phase ion, C2H6N3O (charge +1), from OMol25.

Values from the calculation:
orbital gap	10.2	eV
total charge	+1
strongest force on any atom	0.1046	Eh/bohr
relative energy (zero: lowest compared OMol25 entry of this formula, charge and spin)	4.086	eV

Last column: natural (NBO) charge in e.
Cartesian coordinates (Å):
C1 -1.465 0.828 -0.289  0.02
C2 0.432 -0.130 0.724  0.24
N1 -1.726 -0.527 -0.227  -0.08
N2 -0.936 -1.240 0.285  -0.04
N3 1.454 -0.510 -0.188  -0.70
O1 -0.197 1.044 0.494  -0.49
H1 -1.376 1.283 -1.397  0.24
H2 -2.134 1.278 0.280  0.23
H3 0.750 -0.274 1.715  0.21
H4 2.393 -0.056 -0.019  0.46
H5 1.208 -0.198 -1.156  0.45
H6 1.598 -1.496 -0.222  0.46

Cartesian forces (eV/Å) of the 6 atoms listed first:
C 4.0342 0.8820 -3.4484
C -4.6497 -0.0794 0.0819
N -0.8056 -0.8931 -0.8319
N 2.5523 -0.3330 1.0023
N 2.4404 1.9463 -2.7018
O 0.6623 -0.4939 -0.8999